# C36H38O2P2Pt

A structure of composition C36H38O2P2Pt in a non-equilibrium geometry (wB97M-V/def2-TZVPD, OMol25).

```
79
C36H38O2P2Pt wB97M-V/def2-TZVPD
Pt -3.14 -2.46 2.92
P 0.83 3.15 -1.87
P 3.09 1.65 -0.12
O -2.78 -2.36 4.94
O -3.37 -2.93 7.04
C -3.52 -2.99 5.83
C 6.83 2.86 1.09
C -2.91 -4.69 3.35
C -3.28 -2.71 0.71
C 0.33 5.88 -4.99
C 7.71 2.16 0.24
C -1.82 -4.19 2.60
C 2.70 0.03 0.65
C -4.58 -1.06 3.31
C 0.91 -1.47 1.27
C 3.64 -0.85 1.19
C 2.29 5.12 -3.16
C -4.45 -3.26 1.29
C 1.84 -2.31 1.89
C 2.75 1.16 -1.82
C -1.06 1.50 -3.19
C -0.84 2.52 -2.25
C -3.45 1.77 -2.90
C -4.70 -4.72 1.50
C 1.59 6.48 -5.05
C 2.57 6.07 -4.13
C -3.22 2.75 -1.92
C 5.78 1.28 -0.97
C -4.15 -5.33 2.81
C 4.92 1.87 -0.05
C 5.45 2.71 0.96
C 1.33 -0.29 0.66
C 0.04 4.89 -4.04
C 1.95 1.93 -2.61
C -1.60 -4.57 1.16
C 1.03 4.48 -3.14
C -2.37 1.14 -3.52
C -1.93 3.11 -1.58
C -2.18 -3.57 0.14
C 3.20 -2.01 1.83
C 7.17 1.38 -0.80
H -5.22 -1.34 4.15
H -0.51 -4.62 0.99
H 3.05 4.84 -2.42
H -4.07 3.24 -1.44
H -2.77 -4.90 4.42
H -3.37 -1.71 0.29
H -0.15 -1.72 1.27
H -2.52 0.36 -4.26
H 8.79 2.25 0.36
H 7.84 0.85 -1.48
H 5.37 0.75 -1.84
H 3.57 6.51 -4.17
H 3.20 0.21 -2.16
H -2.52 -4.11 -0.75
H 2.03 1.94 -3.71
H -4.91 -5.23 3.60
H -3.95 -0.21 3.61
H -5.79 -4.87 1.53
H -1.97 -5.58 0.98
H -1.38 -2.91 -0.21
H -0.94 4.42 -4.03
H 7.24 3.52 1.85
H -5.20 -0.79 2.45
H 0.61 0.37 0.19
H -4.02 -6.40 2.61
H -1.74 3.84 -0.79
H -4.32 -5.32 0.67
H 1.49 -3.20 2.41
H -4.46 1.51 -3.19
H -0.44 6.19 -5.69
H 4.77 3.25 1.62
H -5.34 -2.62 1.34
H 1.82 7.23 -5.81
H -0.21 1.01 -3.66
H 3.92 -2.68 2.30
H 4.71 -0.64 1.11
H -4.34 -3.62 5.42
H -0.91 -3.95 3.17
```

Results
charge = +2
highest occupied orbital energy (alpha / beta) = -0.405 / -0.480 Eh
2S+1 = 5
orbital gap (alpha / beta) = 6.1082 / 3.3115 eV

***

# C5H41BO17PS

A cluster of 16 separate species, C5H41BO17PS in total in a non-equilibrium geometry (wB97M-V/def2-TZVPD, OMol25).

```
66
C5H41BO17PS wB97M-V/def2-TZVPD
S -1.73 3.68 -0.96
P -1.49 1.73 -0.67
O 1.42 1.67 -2.89
O -0.11 -0.69 4.87
O 2.12 -3.53 9.14
O 0.92 5.90 -0.21
O 0.03 -0.03 -2.02
O 0.81 -1.04 8.04
O 4.30 -0.44 -5.19
O -0.22 7.98 -1.88
O 2.39 -4.73 11.90
O -5.34 1.85 -5.97
O 0.26 -4.66 3.16
O 4.78 0.12 -2.44
O -0.51 0.37 2.30
O 1.68 -0.22 -6.37
O -1.88 -2.53 2.96
O -6.13 3.12 -8.61
O 0.21 -6.54 5.34
C -0.53 0.90 -4.45
C 0.17 0.95 -1.03
C -3.09 0.33 -4.71
C 1.26 1.94 -1.52
C -1.74 0.00 -4.52
B 0.62 0.45 -3.30
H 0.30 -5.21 3.95
H -0.83 1.96 -4.33
H -0.80 -0.55 2.25
H 2.15 -4.06 9.95
H 4.02 0.68 -2.20
H 1.73 -1.29 7.96
H 2.40 0.21 -5.89
H -1.64 -3.44 2.76
H -4.72 2.45 -5.55
H 2.18 1.77 -0.93
H 0.97 3.00 -1.42
H -2.76 -2.40 2.59
H -0.02 0.79 -5.42
H 2.11 -0.68 -7.10
H -6.21 2.09 -5.63
H 0.66 6.24 0.66
H 2.08 -5.63 11.82
H -1.47 -1.06 -4.44
H 3.91 -0.68 -4.34
H -3.49 0.19 -5.72
H 5.22 -0.70 -5.11
H 2.76 -4.67 12.78
H 0.46 0.43 -0.10
H 0.55 -1.41 8.89
H 2.97 -3.68 8.71
H -0.08 -7.46 5.29
H -0.13 0.41 3.19
H -5.33 2.86 -9.09
H -1.78 1.40 0.66
H 0.16 5.37 -0.49
H -3.78 0.62 -3.91
H 1.46 -0.32 -3.78
H -0.20 7.88 -2.84
H 0.26 -0.66 5.76
H -0.42 -1.60 4.75
H 0.58 -6.43 6.22
H -6.01 2.72 -7.74
H 0.38 7.29 -1.55
H 5.43 0.74 -2.79
H 1.09 -4.78 2.70
H -2.36 1.02 -1.51
```

Results
charge = -1
highest occupied orbital energy = -0.107 Eh
orbital gap = 3.7737 eV

***

# C3H10NOS

The ion C3H10NOS with charge +1 in a non-equilibrium geometry (wB97M-V/def2-TZVPD, OMol25).

```
16
C3H10NOS wB97M-V/def2-TZVPD
S 1.61 -1.18 -1.32
O -1.68 1.49 1.66
N -0.15 1.36 -0.45
C 0.02 -1.10 -0.44
C -0.09 0.09 0.46
C -1.41 0.16 1.24
H -0.17 -2.01 0.14
H -0.56 1.08 -1.34
H -1.46 1.60 2.59
H -0.74 -1.19 -1.21
H 0.72 1.87 -0.56
H 2.36 -1.36 -0.23
H -0.83 2.01 -0.05
H -2.25 -0.19 0.64
H 0.73 0.33 1.12
H -1.35 -0.51 2.11
```

Results
SMILES = [NH3+][C@@H](CO)CS
charge = +1
relative energy (zero: lowest compared OMol25 entry of this formula, charge and spin) = 6.0 kcal per mole
highest occupied orbital energy = -0.495 Eh
orbital gap = 10.1271 eV

***

# C33H89Li2N7O16

A structure of composition C33H89Li2N7O16 in a non-equilibrium geometry (wB97M-V/def2-TZVPD, OMol25).

```
147
C33H89Li2N7O16 wB97M-V/def2-TZVPD
O -6.31 -4.13 0.01
O 6.03 0.18 -1.06
O -3.25 4.08 6.26
O 2.26 -3.59 -1.90
O -2.16 2.39 1.91
O 0.08 2.13 3.66
O -2.39 0.22 0.22
O -6.11 -1.51 2.91
O -0.06 6.06 -6.59
O 3.61 2.12 -0.39
O -4.66 1.24 -0.88
O 1.93 -1.47 2.91
O -1.87 -4.76 2.62
O -0.28 -0.88 -2.01
O -1.27 -3.14 -3.89
O 1.48 2.59 -4.80
N 3.31 -0.81 -1.61
N 2.62 4.99 -6.66
N -4.33 -0.16 2.52
N -3.57 -5.41 0.55
N -4.79 -1.83 1.06
N 4.44 -1.09 1.15
N -1.37 1.69 6.40
C -4.29 -5.21 -0.69
C -1.38 -5.65 1.59
C -5.17 -1.16 2.19
C 0.73 1.92 4.94
C -1.18 -0.48 0.42
C -2.40 2.01 5.41
C -1.40 5.63 -6.53
C -1.50 -5.23 3.91
C 1.73 1.71 -3.73
C -2.12 -5.28 0.32
C 2.13 5.89 -7.72
C 6.12 1.27 -1.95
C -5.83 -5.34 -0.54
C -7.66 -4.13 0.36
C 6.20 0.55 0.31
C 0.62 -1.85 3.33
C -3.64 2.71 6.04
C 1.46 -4.63 -1.36
C 4.11 -2.06 -1.50
C 3.38 -0.05 1.63
C -0.56 -1.38 -0.71
C -4.13 4.98 5.62
C 1.98 -0.71 1.71
C 3.07 -0.27 -0.23
C 3.11 3.47 -0.44
C 2.56 2.71 -5.70
C 0.58 5.96 -7.82
C 2.19 3.64 -6.86
C 5.84 -0.61 1.24
C -0.23 1.04 5.78
C 0.89 2.88 2.77
C 3.32 -3.24 -0.95
C 2.55 1.19 -0.21
Li -1.97 0.42 -1.80
Li 1.58 -1.51 -2.63
H -8.27 -4.43 -0.50
H 5.97 -0.30 2.28
H -3.98 2.22 6.95
H -1.82 -6.04 -0.40
H 2.81 1.73 -6.12
H 1.09 -4.38 -0.36
H 5.54 1.40 0.52
H -1.19 -2.28 -0.83
H -4.49 2.67 5.35
H -1.46 4.55 -6.66
H -1.84 -4.30 -0.07
H -5.10 4.93 6.12
H -3.81 -4.65 1.17
H -1.81 5.80 -5.53
H 1.66 1.35 4.85
H 0.53 -4.64 -1.94
H 0.54 2.89 1.74
H -1.07 2.50 6.93
H 3.94 -0.13 -2.01
H -5.32 1.29 -0.19
H -2.01 -6.17 4.12
H -4.73 0.63 3.00
H 5.03 -1.84 -0.96
H 1.04 3.93 3.05
H -2.05 1.71 1.22
H 1.98 -5.59 -1.32
H 0.40 0.56 6.54
H 0.26 -2.70 2.75
H -3.87 -5.95 -1.37
H 0.88 1.58 -3.07
H -1.68 -6.66 1.86
H -0.29 -5.59 1.57
H 1.99 0.76 -4.20
H 3.48 3.00 -5.17
H -3.73 5.97 5.82
H 3.99 -0.37 0.46
H 2.30 -0.84 0.35
H 3.28 0.77 0.88
H -3.73 0.02 1.73
H 3.67 4.23 0.10
H 1.94 2.59 2.73
H -1.39 -1.15 1.25
H -3.98 -1.62 0.49
H -0.45 -5.48 4.07
H 2.15 5.28 -5.81
H 0.30 5.02 -8.32
H -7.74 -3.11 0.73
H 6.55 -1.41 0.99
H 0.96 2.93 5.26
H 3.17 3.77 -1.49
H 1.86 1.35 -1.05
H 4.34 -1.89 1.77
H 2.08 3.64 -0.14
H -2.76 1.06 5.01
H -1.10 -2.24 -3.58
H 4.45 -2.46 -2.45
H 2.66 3.18 -7.73
H -1.94 6.11 -7.34
H 2.54 2.13 -3.12
H 0.61 -2.15 4.37
H -3.83 1.02 -0.42
H 1.99 1.33 0.71
H -1.42 2.23 2.51
H -4.10 -4.21 -1.11
H 5.30 1.96 -1.76
H 1.11 3.50 -6.94
H -0.05 -1.00 3.23
H -2.04 2.69 4.63
H 7.19 0.96 0.54
H -1.76 -4.56 4.73
H -0.55 -3.34 -4.49
H -6.21 -5.57 -1.54
H 6.07 0.98 -3.00
H -0.44 0.26 0.74
H 2.85 -2.94 -0.01
H -0.53 0.13 5.26
H 3.72 0.39 2.58
H 1.79 -1.31 0.78
H -7.91 -4.79 1.20
H -5.34 -2.65 0.86
H 0.34 6.72 -8.57
H 2.52 5.57 -8.69
H 1.20 0.05 1.75
H 7.08 1.78 -1.85
H -5.97 -6.21 0.10
H 0.33 -1.87 -0.29
H -4.14 4.75 4.55
H 2.45 6.92 -7.60
H 3.96 -4.10 -0.79
```

Results
charge = 0
relative energy (zero: lowest compared OMol25 entry of this formula, charge and spin) = 387.9 kcal per mole
highest occupied orbital energy = -0.257 Eh
orbital gap = 6.6719 eV

***

# C6H6NO3S

The ion C6H6NO3S with charge -1 in a non-equilibrium geometry (wB97M-V/def2-TZVPD, OMol25).

```
17
C6H6NO3S wB97M-V/def2-TZVPD
S -3.94 -2.06 -0.38
O 0.70 -0.01 1.36
O 3.04 1.08 1.11
O 3.56 0.23 -0.89
N -2.33 0.19 -0.82
C -0.68 0.36 1.23
C -0.98 -0.11 -0.23
C 2.77 0.41 0.09
C 1.33 -0.24 0.06
C -3.00 -0.82 -0.81
C 0.31 0.45 -0.92
H 0.24 1.54 -0.71
H -1.41 -0.19 1.86
H -0.79 -1.20 -0.21
H 1.35 -1.34 -0.12
H 0.43 0.26 -2.00
H -0.63 1.47 1.38
```

Results
SMILES = O=C([O-])[C@@H]1C[C@H](N=C=S)CO1
charge = -1
relative energy (zero: lowest compared OMol25 entry of this formula, charge and spin) = 53.9 kcal per mole
highest occupied orbital energy = -0.153 Eh
orbital gap = 6.7540 eV

***

# C3H4S2

An isolated molecule of C3H4S2 in a non-equilibrium geometry (wB97M-V/def2-TZVPD, OMol25).

```
9
C3H4S2 wB97M-V/def2-TZVPD
S 0.27 0.17 -1.64
S -0.96 -1.25 0.04
C 0.51 0.82 1.16
C 0.16 -0.01 0.03
C -0.97 -1.11 -1.78
H -0.67 -2.09 -2.31
H 0.39 0.45 2.27
H 1.41 1.38 1.03
H -0.13 1.64 1.21
```

Results
charge = 0
relative energy (zero: lowest compared OMol25 entry of this formula, charge and spin) = 31.3 kcal per mole
highest occupied orbital energy (alpha / beta) = -0.216 / -0.334 Eh
2S+1 = 3
orbital gap (alpha / beta) = 6.3913 / 7.5995 eV